Formula: C34H58Br14F15Fe2O10
Source: OMol25
Level of theory: wB97M-V/def2-TZVPD

Structure (XYZ):
```
133
Properties=species:S:1:pos:R:3:lowdin_charge:R:1
Br -1.380 0.719 6.500 0.653
Br 8.048 2.056 -1.899 0.607
Br -1.171 4.306 4.171 0.720
Br 7.129 3.292 4.647 0.558
Br -3.844 -0.637 2.789 0.813
Br 7.965 -0.923 2.329 0.618
Br -3.384 3.691 -4.627 0.558
Br -3.230 5.265 -0.534 0.705
Br 0.963 3.131 -2.993 0.675
Br 4.296 1.863 -4.725 0.604
Br 3.369 5.035 3.688 0.685
Br 6.075 -2.306 -1.783 0.630
Br -1.640 7.973 2.859 0.556
Br 4.555 1.283 1.248 0.752
Fe -0.289 -2.311 -0.082 0.961
Fe -3.476 -1.588 -0.112 0.862
F -2.691 -3.594 3.423 0.097
F -2.011 -5.543 2.631 0.157
F 0.652 2.531 0.406 0.120
F -6.184 -0.329 -4.181 0.189
F -0.641 1.634 1.787 0.161
F 3.743 -3.180 1.246 0.165
F -6.806 0.765 -2.460 0.166
F -1.458 2.757 0.190 0.106
F -6.987 -1.334 -2.533 0.145
F 3.065 -4.140 3.060 0.122
F 0.218 -0.164 -3.775 0.130
F -4.087 -5.157 2.981 0.140
F 3.572 -5.318 1.444 0.152
F 1.910 -1.325 -4.253 0.153
F 0.423 -1.235 -5.669 0.116
O -1.570 -0.461 -0.109 -0.272
O -4.294 -3.059 0.980 -0.272
O 0.601 -0.269 -0.358 -0.146
O -0.166 -2.790 -2.338 -0.233
O -4.130 -1.751 -2.110 -0.208
O -4.560 0.039 -1.002 -0.194
O 0.859 -2.962 1.603 -0.184
O -2.212 -3.243 0.493 -0.221
O 0.503 -3.806 -4.130 -0.065
O 1.160 -4.133 -0.179 -0.199
C 0.505 -2.973 3.024 -0.174
C 1.460 -4.147 1.192 -0.409
C 0.606 -1.294 -4.338 -0.605
C 1.413 5.377 3.857 -0.619
C -0.582 3.131 -4.245 -0.621
C -2.340 0.839 4.839 -0.745
C -3.170 -4.008 1.078 -0.320
C 6.755 -1.765 0.954 -0.641
C 6.230 2.153 -2.676 -0.691
C 0.673 3.974 3.812 -0.676
C -3.205 -0.391 4.685 -0.598
C 3.028 -4.153 1.729 -0.604
C 7.306 -1.458 -0.430 -0.636
C -2.094 7.401 0.986 -0.600
C -0.510 1.892 0.523 -0.599
C -6.555 -2.432 0.687 -0.070
C 0.827 -5.575 -5.724 -0.086
C 1.774 0.310 -1.001 -0.227
C 6.059 1.396 -3.927 -0.660
C 4.927 2.323 2.865 -0.697
C -2.675 5.956 1.224 -0.685
C -4.360 1.487 -0.964 -0.209
C -4.510 2.005 0.479 -0.120
C 2.890 -0.791 -0.908 -0.108
C -6.203 -0.322 -2.888 -0.638
C -0.148 -1.549 3.216 -0.056
C -0.581 0.540 -0.336 -0.301
C -1.715 3.834 -3.508 -0.685
C -0.074 -2.575 -3.729 -0.402
C 0.222 -4.160 -5.469 -0.260
C -2.959 -4.595 2.538 -0.512
C -4.721 -0.495 -2.360 -0.318
C -5.617 -3.619 0.832 -0.206
C 6.370 2.024 3.317 -0.699
H -3.383 1.805 -1.327 0.096
H 6.449 0.993 3.662 -0.003
H 1.150 5.939 2.961 0.033
H -5.698 -4.216 -0.077 0.132
H -2.877 8.026 0.557 0.049
H -4.133 -0.263 5.242 0.052
H -1.213 -1.549 2.981 0.016
H -4.724 3.072 0.522 0.021
H 1.271 -2.961 3.800 0.109
H -2.789 -1.358 4.969 0.043
H -1.802 3.440 -2.496 -0.001
H -6.447 -1.870 -0.241 0.051
H -1.971 5.272 1.699 -0.024
H 3.195 -1.124 0.084 0.033
H 0.437 -0.762 2.740 0.079
H 2.719 -1.692 -1.497 0.076
H 6.096 3.221 -2.846 0.048
H -0.784 0.778 -1.380 0.140
H -1.130 -2.432 -3.960 0.141
H -6.514 -1.653 1.448 0.062
H -0.248 3.774 -5.059 0.054
H -1.657 0.875 3.991 0.022
H 0.828 3.618 2.794 0.038
H -5.319 1.514 1.019 0.060
H -2.900 1.766 4.720 0.039
H 1.900 -5.628 -5.544 0.065
H 6.903 1.663 -4.563 0.056
H 3.739 -0.330 -1.413 0.028
H 4.749 3.321 2.465 -0.055
H -0.795 2.088 -4.481 0.048
H 6.044 0.306 -3.935 0.037
H 1.127 3.255 4.494 0.058
H -3.537 5.960 1.891 0.051
H 2.194 1.224 -0.582 0.061
H 1.592 0.485 -2.061 0.055
H 6.861 -2.826 1.182 0.051
H -1.177 7.490 0.404 0.053
H -3.393 -4.817 0.381 0.167
H -5.959 -4.244 1.658 0.117
H 7.251 -0.386 -0.620 -0.018
H 6.988 2.179 2.433 0.025
H -0.820 -4.342 -5.729 0.118
H 5.571 1.903 -1.845 0.027
H 1.366 6.016 4.738 0.045
H 8.316 -1.859 -0.516 0.056
H -7.574 -2.791 0.546 0.084
H 0.762 -5.771 -6.794 0.058
H -1.450 4.891 -3.555 0.044
H 4.063 2.032 3.463 0.034
H 0.828 -3.500 -6.090 0.107
H -4.117 0.106 -3.040 0.148
H -0.043 -1.348 4.282 0.057
H -0.199 -3.761 3.292 0.102
H 0.366 -6.390 -5.165 0.068
H -3.679 2.007 1.186 0.036
H 1.005 -4.980 1.728 0.138
H -5.081 2.115 -1.488 0.111
H 5.727 -1.406 1.010 0.002
```

As for the expectation value of S²: 20.0188. For the orbital gap (spin up / spin down), the calculation gives 0.225 / 0.220 hartree. For the HOMO energy (spin up / spin down), the calculation gives -4.67 / -4.55 eV. As for the multiplicity: 9. Its total charge is -1.

***

Formula: C34H59BrCl2N5O14S2
Source: OMol25
Level of theory: wB97M-V/def2-TZVPD

Structure (XYZ):
```
117
Properties=species:S:1:pos:R:3:lowdin_charge:R:1
Br -3.148 5.999 -1.298 0.686
Cl -4.076 3.583 -4.354 0.651
Cl -1.114 4.128 -4.934 0.652
S -3.924 -2.882 3.619 0.763
S -3.573 -3.017 0.670 0.803
O -8.418 -0.559 2.916 -0.020
O 8.134 -2.347 -4.503 0.002
O 7.733 -5.293 -0.672 0.020
O -10.350 0.063 3.923 0.141
O -9.974 0.352 1.709 -0.008
O 4.158 2.830 6.260 -0.006
O 7.347 -1.759 -6.546 0.120
O 2.032 2.519 5.974 -0.013
O 9.546 -1.677 -6.004 0.000
O 1.527 0.363 0.994 0.057
O 7.209 -3.666 0.652 0.018
O 2.709 4.061 7.490 0.133
O 3.458 0.742 -0.183 -0.038
O 6.366 -3.663 -1.452 0.076
N -2.643 1.498 2.682 0.045
N -3.386 2.417 -1.962 -0.001
N -2.824 -0.783 2.335 -0.158
N -3.683 0.387 -0.657 0.071
N -2.389 0.421 -2.724 0.058
C -1.380 0.998 2.243 -0.123
C 2.943 3.223 6.661 -0.614
C -2.012 3.809 0.333 -0.142
C 2.112 -0.603 -1.875 -0.145
C -1.516 3.316 -3.385 -0.629
C -0.751 -1.403 -3.224 -0.161
C 0.679 2.836 6.301 -0.042
C -2.836 3.087 -3.143 -0.651
C -5.620 -1.107 0.186 -0.190
C -4.218 3.238 -1.047 -0.152
C 6.793 -2.641 -4.104 -0.044
C 3.373 -0.527 -0.900 -0.141
C -1.486 -0.573 -2.081 -0.202
C 0.335 -2.394 -2.647 -0.191
C -7.942 -1.019 4.181 -0.039
C 7.038 -4.160 -0.578 -0.585
C -3.393 4.332 -0.225 -0.630
C 8.250 -1.912 -5.764 -0.614
C 2.686 0.734 0.958 -0.470
C -9.654 -0.037 2.950 -0.613
C -5.351 -2.683 0.214 -0.431
C 1.172 -1.807 -1.449 -0.210
C -0.390 2.874 -2.406 -0.071
C 7.642 -5.937 -1.945 -0.025
C 3.295 1.285 2.310 0.031
C -11.275 0.931 1.595 -0.038
C -4.830 -0.483 -1.040 -0.176
C 9.821 -1.204 -7.322 -0.044
C 6.515 -2.444 0.887 -0.041
C -3.461 0.414 2.722 -0.184
C -3.387 -2.115 2.274 -1.000
C -1.507 -0.424 2.014 -0.052
C 5.236 3.503 6.913 -0.040
C -3.179 1.138 -1.732 -0.254
H 0.032 3.791 -1.921 0.094
H 1.823 -2.611 -1.015 0.115
H 4.141 1.969 2.031 0.091
H 0.036 2.206 5.687 0.086
H 5.438 -2.587 0.780 0.085
H -5.341 -0.606 1.145 0.080
H -7.883 -0.196 4.894 0.103
H 0.538 -1.426 -0.597 0.084
H -11.423 1.206 0.552 0.094
H 6.723 -2.135 1.910 0.097
H -1.839 2.713 0.202 0.042
H 6.166 3.105 6.511 0.093
H -11.351 1.832 2.205 0.101
H -5.524 -3.152 -0.796 0.094
H -4.905 3.842 -1.711 0.102
H 10.896 -1.049 -7.399 0.094
H -0.740 2.171 -1.611 0.050
H 5.201 4.574 6.711 0.099
H -6.720 -1.016 -0.054 0.125
H -0.100 -3.372 -2.298 0.114
H 1.057 -2.645 -3.471 0.116
H 6.611 -6.217 -2.162 0.102
H -3.847 0.936 0.191 0.102
H -1.165 4.442 -0.057 0.065
H -0.771 -0.008 -1.431 0.101
H -8.577 -1.817 4.566 0.104
H -6.031 -3.174 0.955 0.082
H 3.326 -1.328 -0.104 0.121
H 5.214 3.314 7.987 0.100
H 6.821 -2.984 -3.066 0.046
H -2.022 3.994 1.445 0.086
H 2.538 -0.777 -2.906 0.118
H -4.015 4.652 0.655 0.098
H -12.044 0.211 1.876 0.102
H 0.378 2.316 -3.008 0.094
H 6.869 -1.664 0.212 0.102
H -2.024 -1.349 -1.460 0.096
H -0.739 -1.143 1.659 0.120
H 1.585 0.391 -1.876 0.101
H 0.475 2.619 7.351 0.100
H -4.894 2.639 -0.384 0.139
H -6.938 -1.418 4.030 0.068
H 8.246 -6.841 -1.900 0.098
H 2.454 1.836 2.814 0.086
H 6.170 -1.745 -4.157 0.096
H -5.521 0.018 -1.783 0.137
H 9.320 -0.252 -7.502 0.098
H 8.040 -5.293 -2.731 0.097
H -1.567 -2.055 -3.668 0.115
H 0.462 3.880 6.074 0.099
H -0.442 1.571 2.073 0.094
H -4.386 -1.363 -1.602 0.105
H 3.648 0.435 2.949 0.099
H -0.391 -0.754 -4.064 0.116
H -4.536 0.461 3.014 0.131
H 9.522 -1.943 -8.067 0.098
H 6.373 -3.438 -4.722 0.104
H -3.109 -0.081 -3.274 0.149
H 4.323 -0.650 -1.491 0.134
```

For the orbital gap, the calculation gives 0.279 hartree. For the HOMO energy, the calculation gives -11.44 eV. As for the multiplicity: 1. Its total charge is +1.